Below is a molecular structure, C52H144N13O14Ti in a non-equilibrium geometry, with properties calculated with the ωB97M-V functional and the def2-TZVPD basis.

Properties
Lowest unoccupied orbital energy (alpha / beta) in eV: 0.27 / 0.26
Expectation value of S²: 3.752
Spin multiplicity: 4

Each line ends with the Löwdin spin population.
Positions of all 224 atoms, in Å:
Ti1 -1.92280 -11.90139 -15.51268  2.50
O1 -1.38447 -9.83651 -16.28940  0.05
H1 -0.96870 -8.96071 -16.16836  0.00
C1 -4.32854 -14.63137 -16.65371  0.02
C2 -3.08045 -14.25226 -17.46934  0.01
C3 -3.09053 -14.78458 -18.90338  0.00
O2 -2.93082 -16.19029 -18.94505  0.00
C4 -3.10942 -16.73695 -20.25097  0.00
N1 -2.97333 -12.84490 -17.39291  0.04
H2 -4.39614 -14.02625 -15.74962  0.01
H3 -4.42720 -15.65212 -16.28435  0.00
H4 -5.15549 -14.38553 -17.31991  0.00
H5 -2.16527 -14.59248 -16.98479  0.01
H6 -2.25862 -14.34919 -19.45696  0.00
H7 -4.06427 -14.52130 -19.31644  0.00
H8 -3.11326 -17.82427 -20.32719  0.00
H9 -2.38915 -16.42009 -21.00523  0.00
H10 -4.09875 -16.42858 -20.58895  0.00
H11 -2.21865 -12.43348 -17.92328  0.00
H12 -3.80462 -12.40084 -17.75604  0.00
C5 -8.39244 -8.52226 -18.47059  0.00
C6 -8.80453 -9.80106 -19.28381  0.00
C7 -8.79175 -11.01747 -18.39776  0.00
O3 -7.54322 -11.13094 -17.75961  0.00
C8 -7.50579 -12.30168 -16.89407  0.00
N2 -10.09696 -9.58060 -19.92220  0.00
H13 -9.03838 -8.32178 -17.61580  0.00
H14 -8.33910 -7.58233 -19.01993  0.00
H15 -7.44765 -8.84830 -18.03565  0.00
H16 -8.13077 -10.02919 -20.10971  0.00
H17 -9.02253 -11.84513 -19.06844  0.00
H18 -9.49450 -10.74054 -17.61192  0.00
H19 -7.77374 -13.20069 -17.44913  0.00
H20 -8.18310 -12.24944 -16.04165  0.00
H21 -6.50236 -12.36984 -16.47385  0.00
H22 -10.82721 -9.79481 -19.25816  0.00
H23 -10.23883 -10.23259 -20.68041  0.00
C9 -1.24835 -14.42717 -12.36057  0.01
C10 -0.81273 -14.92070 -13.78744  0.01
C11 -1.86475 -15.88598 -14.44141  0.01
O4 -1.82633 -17.12510 -13.74374  0.00
C12 -2.81646 -17.99687 -14.17240  0.00
N3 -0.46410 -13.77924 -14.66983  0.04
H24 -1.81659 -13.49745 -12.38915  0.01
H25 -0.47504 -14.22679 -11.61899  0.00
H26 -1.71684 -15.23109 -11.79284  0.00
H27 0.11354 -15.48958 -13.70687  0.00
H28 -1.60587 -16.05399 -15.48681  0.00
H29 -2.81115 -15.34523 -14.43718  0.01
H30 -2.65826 -18.12863 -15.24278  0.00
H31 -3.81954 -17.63123 -13.95278  0.00
H32 -2.56743 -18.94370 -13.69323  0.00
H33 -0.00148 -14.15215 -15.48654  0.00
H34 0.29510 -13.40200 -14.12082  0.00
C13 0.31420 -7.96470 -13.56927  0.00
C14 0.87701 -9.34876 -13.32484  0.00
C15 1.12072 -9.49976 -11.79183  0.00
O5 2.21766 -8.74662 -11.38311  0.00
C16 2.67257 -9.07221 -10.05820  0.00
N4 -0.21955 -10.28399 -13.76078  0.01
H35 -0.04973 -7.84502 -14.58973  0.00
H36 1.04973 -7.19658 -13.33030  0.00
H37 -0.56283 -7.84548 -12.93311  0.00
H38 1.77456 -9.45139 -13.93473  0.00
H39 1.35693 -10.55059 -11.62433  0.00
H40 0.23688 -9.23790 -11.21015  0.00
H41 3.62593 -8.57416 -9.88169  0.00
H42 2.90045 -10.13351 -9.95924  0.00
H43 2.00614 -8.75528 -9.25601  0.00
H44 -1.11580 -10.03314 -13.36846  0.00
H45 -0.43525 -10.13968 -14.73687  0.00
C17 1.43824 -15.72941 -19.05249  0.00
C18 0.58889 -15.93883 -17.88241  0.00
C19 1.10217 -16.85129 -16.75347  0.00
O6 1.18148 -18.21381 -17.13192  0.00
C20 -0.03580 -18.85877 -17.46985  0.00
N5 0.52764 -14.57567 -17.29328  0.00
H46 0.94322 -15.09303 -19.78603  0.00
H47 1.74260 -16.67863 -19.49346  0.00
H48 2.39391 -15.22052 -18.92672  0.00
H49 -0.43522 -16.23338 -18.11163  0.00
H50 0.55569 -16.72875 -15.81836  0.00
H51 2.14245 -16.73876 -16.44807  0.00
H52 -0.69200 -18.96413 -16.60591  0.00
H53 0.28940 -19.87535 -17.69100  0.00
H54 -0.62633 -18.44546 -18.28750  0.00
H55 1.43176 -14.16411 -17.11088  0.00
H56 -0.00331 -13.94222 -17.87374  0.00
C21 -4.69778 -6.80873 -18.24592  0.00
C22 -3.34398 -7.35652 -17.72737  0.00
C23 -2.68727 -6.63038 -16.57079  0.00
O7 -2.38883 -5.24201 -16.81615  0.00
C24 -3.45344 -4.42148 -16.39403  0.00
N6 -3.66218 -8.75570 -17.52774  0.00
H57 -4.98448 -7.30459 -19.17331  0.00
H58 -4.62003 -5.76880 -18.56310  0.00
H59 -5.55278 -6.89219 -17.57501  0.00
H60 -2.61577 -7.30090 -18.53652  0.00
H61 -1.81638 -7.20965 -16.26402  0.00
H62 -3.25742 -6.70019 -15.64443  0.00
H63 -3.91716 -4.67728 -15.44133  0.00
H64 -4.29113 -4.17690 -17.04714  0.00
H65 -2.99946 -3.44238 -16.24119  0.00
H66 -4.25231 -8.71805 -16.70894  0.00
H67 -2.81039 -9.08046 -17.09290  0.00
C25 3.12656 -8.43280 -17.99824  0.00
C26 1.83267 -8.09952 -17.25570  0.00
C27 0.74970 -7.66158 -18.27744  0.00
O8 1.09520 -6.29077 -18.55972  0.00
C28 0.17617 -5.55788 -19.37727  0.00
N7 1.42450 -9.32692 -16.55782  0.00
H68 3.24791 -9.48748 -18.24527  0.00
H69 3.90916 -8.33972 -17.24526  0.00
H70 3.29353 -7.75516 -18.83551  0.00
H71 1.86583 -7.29089 -16.52556  0.00
H72 -0.24522 -7.73111 -17.83767  0.00
H73 0.81266 -8.26907 -19.18026  0.00
H74 0.27589 -5.99139 -20.37237  0.00
H75 0.35660 -4.48292 -19.37477  0.00
H76 -0.80811 -5.69626 -18.92989  0.00
H77 1.26293 -9.24293 -15.56437  0.00
H78 0.43395 -9.44958 -16.71235  0.00
C29 3.96196 -14.42312 -13.11023  0.00
C30 2.63003 -13.90655 -12.46373  0.00
C31 2.63015 -13.21429 -11.09536  0.00
O9 3.20585 -14.15508 -10.29000  0.00
C32 3.24615 -13.70021 -8.90721  0.00
N8 2.06624 -12.90483 -13.31060  0.00
H79 4.46777 -15.07834 -12.40105  0.00
H80 4.66067 -13.62084 -13.34743  0.00
H81 3.80763 -14.90619 -14.07508  0.00
H82 1.97143 -14.77235 -12.53250  0.00
H83 1.64677 -12.90234 -10.74358  0.00
H84 3.18813 -12.27846 -11.12640  0.00
H85 2.33190 -13.82556 -8.32709  0.00
H86 3.74650 -12.75000 -8.72053  0.00
H87 3.84803 -14.50903 -8.49290  0.00
H88 2.80714 -12.28636 -13.60835  0.00
H89 1.39344 -12.30362 -12.85675  0.00
C33 -5.72767 -12.04579 -20.70153  0.00
C34 -4.67909 -11.05759 -20.19260  0.00
C35 -4.99737 -9.66078 -20.79439  0.00
O10 -5.13835 -9.72838 -22.24462  0.00
C36 -5.99865 -8.70486 -22.71783  0.00
N9 -4.70031 -11.04997 -18.70502  0.00
H90 -5.76360 -12.20048 -21.77989  0.00
H91 -6.74362 -11.86280 -20.35156  0.00
H92 -5.39387 -13.01511 -20.33128  0.00
H93 -3.66481 -11.36264 -20.45006  0.00
H94 -4.23048 -8.99587 -20.39704  0.00
H95 -5.97191 -9.41005 -20.37547  0.00
H96 -6.01198 -8.73329 -23.80738  0.00
H97 -5.60043 -7.75320 -22.36589  0.00
H98 -7.01377 -8.82577 -22.33965  0.00
H99 -5.62584 -10.77836 -18.40548  0.00
H100 -4.16953 -10.27420 -18.33550  0.00
C37 -1.23764 -10.86990 -9.97671  0.00
C38 -2.64674 -10.37096 -10.22064  0.00
C39 -3.49310 -10.32347 -8.95552  0.00
O11 -3.65640 -11.66931 -8.48894  0.00
C40 -4.58874 -11.79674 -7.39606  0.00
N10 -2.54286 -9.06241 -10.76873  0.00
H101 -1.29225 -11.84689 -9.49651  0.00
H102 -0.54697 -10.28156 -9.37261  0.00
H103 -0.85367 -11.12934 -10.96330  0.00
H104 -3.08972 -10.96382 -11.02088  0.00
H105 -4.46136 -9.86578 -9.15820  0.00
H106 -3.02734 -9.69955 -8.19271  0.00
H107 -5.65386 -11.68833 -7.60066  0.00
H108 -4.47879 -10.99286 -6.66819  0.00
H109 -4.38568 -12.72404 -6.86036  0.00
H110 -3.48963 -8.73540 -10.63915  0.00
H111 -1.98001 -8.52920 -10.12144  0.00
C41 4.13304 -12.87240 -17.54050  0.00
C42 3.64749 -12.53447 -16.15945  0.00
C43 4.31283 -11.27185 -15.63368  0.00
O12 3.99867 -11.13396 -14.23588  0.00
C44 4.86943 -10.09882 -13.70432  0.00
N11 2.22458 -12.34540 -16.25868  0.00
H112 5.20606 -13.06071 -17.57610  0.00
H113 4.06816 -11.95717 -18.12893  0.00
H114 3.62024 -13.63484 -18.12686  0.00
H115 3.81938 -13.39000 -15.50629  0.00
H116 3.92751 -10.45916 -16.24943  0.00
H117 5.38809 -11.39322 -15.76475  0.00
H118 4.73583 -10.04716 -12.62377  0.00
H119 4.77580 -9.08398 -14.09087  0.00
H120 5.91114 -10.41157 -13.77597  0.00
H121 1.92734 -12.22288 -15.30122  0.00
H122 1.97497 -11.42325 -16.58645  0.00
C45 0.64671 -12.24986 -20.10057  0.00
C46 0.04143 -11.06979 -19.31315  0.00
C47 -1.01613 -10.29958 -20.09238  0.00
O13 -0.42357 -9.53869 -21.10390  0.00
C48 -1.35260 -9.09210 -22.04316  0.00
N12 -0.51419 -11.68180 -18.10162  0.02
H123 0.96876 -12.01969 -21.11615  0.00
H124 -0.11707 -13.01946 -20.21213  0.00
H125 1.46792 -12.77562 -19.61343  0.00
H126 0.81297 -10.37331 -18.98489  0.00
H127 -1.50190 -9.59168 -19.42082  0.00
H128 -1.71230 -11.03801 -20.49007  0.00
H129 -1.58923 -9.89490 -22.74147  0.00
H130 -0.94471 -8.25003 -22.60231  0.00
H131 -2.23030 -8.71178 -21.52057  0.00
H132 -0.88018 -10.96074 -17.49646  0.01
H133 0.17228 -12.05772 -17.46324  0.01
C49 -4.90780 -12.12523 -13.57053  0.03
C50 -4.55013 -10.98040 -14.49358  0.04
C51 -5.62384 -9.83982 -14.35796  0.01
O14 -5.29070 -8.63041 -15.09287  0.00
C52 -6.07618 -7.47795 -14.64935  0.00
N13 -3.31414 -10.51716 -13.91704  0.03
H134 -4.07663 -12.82748 -13.50642  0.02
H135 -5.71910 -12.71266 -14.00045  0.00
H136 -5.25498 -11.78948 -12.59337  0.00
H137 -4.46849 -11.29484 -15.53404  0.02
H138 -5.74521 -9.60945 -13.29952  0.00
H139 -6.59251 -10.16961 -14.73348  0.00
H140 -5.92002 -7.29460 -13.58629  0.00
H141 -7.14776 -7.61004 -14.79890  0.00
H142 -5.82131 -6.55313 -15.16690  0.00
H143 -3.42605 -9.98458 -13.06620  0.00
H144 -3.00315 -9.82478 -14.58338  0.00